15
Properties=species:S:1:pos:R:3:forces:R:3 method="wB97M-V/def2-TZVPD" spin_multiplicity=1 fmax_ha_per_bohr=0.0733 orbital_gap_ha=0.289 total_energy_ev=-8839.483 mol_weight_g_mol=98.12 de_lowest_ev=5.277 total_charge=+1 homo_ev=-13.918
C -0.1027 0.9009 0.1099 -1.4 2.0 0.1
C 0.1805 -0.1414 -0.7089 0.8 2.7 -0.2
C -0.4596 0.8842 1.4678 1.9 1.1 -0.2
C 0.4512 0.1029 -2.1192 -1.5 -3.4 -0.6
C -0.6861 -0.1962 2.3559 -1.9 -1.2 -1.7
N -0.3642 2.6770 2.1462 -0.1 -2.4 0.2
O -0.7391 3.3514 1.3332 -0.3 1.4 -0.8
H -0.1991 1.9041 -0.3996 0.3 -0.9 0.7
H 0.2595 -1.0546 -0.2483 0.2 -2.5 0.5
H -0.5148 -0.3624 -2.5372 0.9 0.7 0.0
H 0.5081 1.1044 -2.4283 0.2 1.2 -0.2
H 1.1843 -0.5844 -2.5775 0.0 0.5 0.4
H -0.6069 -0.0178 3.4279 0.1 -0.1 -0.2
H -1.8663 0.0106 2.0734 1.6 -0.9 0.8
H -0.3903 -1.2489 1.9315 -0.7 1.9 1.2


15
Properties=species:S:1:pos:R:3:forces:R:3 method="wB97M-V/def2-TZVPD" spin_multiplicity=1 fmax_ha_per_bohr=0.0730 orbital_gap_ha="0.317 / 0.308" total_energy_ev=-8838.178 mol_weight_g_mol=98.12 de_lowest_ev=6.583 total_charge=+1 homo_ev="-14.759 / -14.588"
C -0.5499 -1.5206 -0.1308 -0.4 1.2 -2.6
C -1.4464 -0.7547 0.7428 0.2 1.3 -0.2
C -0.3803 -0.1781 -0.7981 -3.3 0.0 1.5
C 1.4939 0.7987 0.4083 -1.3 0.2 1.7
C 0.7347 0.7694 -0.9058 -1.4 -1.3 1.9
N -2.0603 0.1933 0.0370 2.7 -1.5 -2.2
O -2.8887 1.0067 -0.0133 -0.3 0.4 0.6
H 0.3506 -1.8386 0.2739 1.6 -0.8 1.2
H -0.9906 -2.2840 -0.7498 -0.4 -0.2 -0.1
H -1.2218 -0.6133 1.7587 -0.4 0.0 1.6
H 1.9246 -0.1365 0.5697 0.6 -1.7 0.6
H 0.9835 1.1462 1.3959 0.4 -0.5 -2.1
H 2.3064 1.4134 0.2592 1.8 1.7 -0.2
H 1.2433 0.2377 -1.6860 1.1 0.0 -0.7
H 0.5009 1.7606 -1.1617 -0.8 1.1 -0.9


15
Properties=species:S:1:pos:R:3:forces:R:3 method="wB97M-V/def2-TZVPD" spin_multiplicity=1 fmax_ha_per_bohr=0.1189 orbital_gap_ha=0.295 total_energy_ev=-8839.814 mol_weight_g_mol=98.12 de_lowest_ev=4.946 total_charge=+1 homo_ev=-13.733
C 1.8405 -2.3542 1.5736 3.7 -0.3 -1.2
C 1.6347 -1.7395 0.4776 0.8 -1.9 2.8
C -1.8400 1.9612 -1.1438 0.8 0.1 0.9
C -1.1785 1.4671 0.0632 2.0 -0.9 -0.8
C 1.3789 -1.0144 -0.5858 -0.7 0.8 -6.0
N -2.1838 2.2443 0.2590 -1.4 1.1 1.6
O -0.2575 0.8180 0.5303 -0.9 0.0 0.3
H 2.8504 -2.7863 1.9409 -1.1 1.0 -1.3
H -1.4524 2.6703 -1.8061 0.6 1.7 -0.3
H -2.4939 1.3521 -1.6189 -1.8 -2.3 -1.4
H 1.8865 -0.0802 -0.7146 0.6 0.8 0.6
H 1.2768 -1.4026 -1.7081 0.2 -0.1 2.7
H 1.2059 -2.6761 2.2940 -2.8 -0.4 1.9
H -3.0493 2.0722 0.7768 0.4 0.4 -0.3
H 0.3816 -0.5320 -0.3380 -0.3 0.3 0.6


17
Properties=species:S:1:pos:R:3:forces:R:3 method="wB97M-V/def2-TZVPD" spin_multiplicity=1 fmax_ha_per_bohr=0.0787 orbital_gap_ha="0.297 / 0.297" total_energy_ev=-12936.068 mol_weight_g_mol=130.12 de_lowest_ev=2.989 total_charge=+1 homo_ev="-15.581 / -15.581"
C 0.3540 1.6487 -0.0195 -0.6 -3.1 1.1
C 1.7675 -0.1639 0.1549 0.5 -0.5 -0.4
C 3.1227 -0.7351 0.3119 -1.2 -3.6 -1.4
C -2.5964 -0.4651 -0.8005 -2.5 1.4 0.6
C -1.8677 0.1974 0.3825 -2.5 -0.4 -0.5
N -0.6072 0.6000 0.0576 4.0 0.1 -0.2
O 0.1654 2.7831 -0.1277 -0.7 1.6 -0.3
O 1.6467 1.1153 0.1098 0.2 1.7 -0.1
O 0.7495 -0.8474 0.0295 -2.6 0.9 0.4
H 3.3760 -1.3241 -0.7151 -0.5 1.3 2.6
H 3.8460 -0.0266 0.5351 1.2 1.4 0.2
H 3.0269 -1.4628 1.1813 0.3 0.6 -1.3
H -3.7219 -0.4525 -0.6331 1.3 -0.2 0.2
H -2.5198 -0.0367 -1.7992 0.7 0.2 0.3
H -2.2826 -1.4622 -0.7702 0.4 -1.6 -0.4
H -2.0672 -0.4750 1.2577 1.1 0.5 -0.1
H -2.3918 1.1069 0.8451 0.8 -0.3 -0.7